1.
Formula: C6H20N4
Source: OMol25
Level of theory: ωB97M-V/def2-TZVPD

Each line ends with the Mulliken charge.
Atoms and positions in Å:
1 C 1.44 -4.71 -7.77  -0.69
2 C -2.66 1.25 4.94  -1.26
3 C -1.58 2.81 6.47  -0.78
4 C -1.31 2.63 2.70  -1.01
5 C 0.19 1.60 4.32  -0.74
6 C 3.46 -3.51 -8.68  0.20
7 N 4.10 -2.63 -9.39  -0.25
8 N 2.03 -3.73 -8.67  -0.14
9 N -1.93 2.49 5.02  0.25
10 N -0.81 2.61 4.06  -0.31
11 H 2.27 -4.97 -7.10  0.23
12 H 0.80 -4.35 -6.95  0.32
13 H 0.89 -5.58 -8.13  0.31
14 H -2.10 0.40 5.08  0.55
15 H -3.25 1.17 5.73  0.58
16 H -3.24 1.02 4.00  0.31
17 H -0.57 3.39 6.58  0.35
18 H -2.18 3.46 7.05  0.30
19 H -1.42 1.78 6.95  0.35
20 H -1.40 1.65 2.46  0.48
21 H -2.28 3.30 2.61  0.33
22 H -0.43 3.07 2.07  0.32
23 H 0.57 1.58 5.41  0.26
24 H -0.39 0.61 4.03  0.31
25 H 0.90 1.80 3.45  0.32
26 H 3.97 -3.79 -7.68  0.22
27 H 5.05 -2.37 -9.08  0.28
28 H 4.01 -2.30 -10.32  0.25
29 H 1.52 -3.48 -9.52  0.28
30 H -2.40 3.32 4.58  0.40

The value obtained for the orbital gap is 9.350 eV. Its net charge is +2. Its HOMO energy is -14.95 eV. The energy above the lowest of the compared OMol25 structures with the same formula, charge and spin comes out at 0.00 kcal per mole.


2.
Formula: C22H66N12O9
Source: OMol25
Level of theory: ωB97M-V/def2-TZVPD

Each line ends with the Mulliken charge.
Atoms and positions in Å:
1 C -1.83 -2.24 1.89  -0.45
2 C -0.38 -2.62 1.70  -0.39
3 O 0.45 -1.50 1.98  -0.41
4 H -2.04 -1.93 2.93  0.16
5 H -2.55 -3.01 1.59  0.46
6 H -2.01 -1.34 1.27  -0.11
7 H -0.20 -2.98 0.67  -0.03
8 H -0.08 -3.44 2.37  0.44
9 H 0.70 -1.54 2.92  0.18
10 C -3.33 2.88 -2.01  0.50
11 O -3.25 3.83 -2.84  -0.63
12 N -2.30 1.95 -1.77  -0.03
13 N -4.55 2.77 -1.18  -0.41
14 H -1.47 1.84 -2.36  0.06
15 H -2.27 1.56 -0.84  -0.02
16 H -5.37 3.20 -1.61  0.25
17 H -4.59 1.79 -0.90  0.20
18 C 0.23 5.69 -1.83  0.48
19 O -0.25 6.19 -2.84  -0.60
20 N 0.30 6.35 -0.50  -0.31
21 N 0.87 4.40 -1.81  -0.36
22 H -0.01 7.30 -0.34  0.19
23 H 0.83 5.85 0.19  0.18
24 H 0.36 3.89 -2.53  0.22
25 H 0.74 3.84 -0.97  0.23
26 C 2.79 3.37 1.16  0.55
27 O 1.56 3.48 1.37  -0.52
28 N 3.67 4.46 1.45  -0.52
29 N 3.39 2.28 0.55  -0.31
30 H 3.37 5.19 2.05  0.26
31 H 4.62 4.26 1.69  0.18
32 H 4.30 2.44 0.16  0.23
33 H 2.86 1.48 0.18  0.11
34 C 0.66 0.47 -1.08  -0.09
35 O 0.74 1.26 -2.04  -0.53
36 N 0.63 0.87 0.24  1.35
37 N 0.54 -0.94 -1.37  1.05
38 H 0.42 0.19 0.96  -0.24
39 H 0.44 1.86 0.44  -0.46
40 H 0.48 -1.22 -2.35  -0.56
41 H 0.18 -1.53 -0.67  -0.16
42 C -1.89 -2.99 -3.42  -1.21
43 C -0.60 -3.45 -4.20  0.09
44 C -0.09 -2.31 -5.07  -0.61
45 O 0.11 -1.19 -4.35  -0.06
46 C 0.51 -0.16 -5.17  -0.79
47 N 0.31 -3.96 -3.27  -0.50
48 H -1.63 -2.14 -2.76  0.08
49 H -2.32 -3.79 -2.79  0.35
50 H -2.63 -2.64 -4.14  0.41
51 H -0.87 -4.25 -4.89  0.42
52 H -0.85 -2.13 -5.84  0.49
53 H 0.81 -2.63 -5.67  0.28
54 H -0.09 -0.04 -6.08  0.34
55 H 1.56 -0.37 -5.47  0.26
56 H 0.49 0.75 -4.57  0.08
57 H 1.22 -4.01 -3.70  0.27
58 H 0.39 -3.37 -2.44  0.10
59 C -2.11 1.91 1.79  -0.27
60 C -3.36 2.50 2.38  0.27
61 C -4.06 1.46 3.29  -0.20
62 O -4.41 0.35 2.54  -0.22
63 C -5.11 -0.59 3.19  -0.82
64 N -3.09 3.79 2.99  -0.73
65 H -1.66 2.60 1.05  0.13
66 H -2.35 0.92 1.37  -0.09
67 H -1.43 1.76 2.62  0.08
68 H -4.08 2.75 1.60  0.35
69 H -4.95 1.90 3.75  0.42
70 H -3.39 1.07 4.06  -0.27
71 H -6.12 -0.21 3.41  0.35
72 H -4.61 -0.94 4.12  0.27
73 H -5.20 -1.45 2.52  0.23
74 H -2.58 3.69 3.85  0.21
75 H -3.95 4.25 3.28  0.30
76 C 3.50 -1.95 -2.69  -1.12
77 C 4.57 -2.83 -3.37  0.31
78 C 4.13 -4.27 -3.60  -0.85
79 O 3.12 -4.25 -4.59  -0.22
80 C 2.68 -5.50 -5.06  -0.96
81 N 5.08 -2.19 -4.62  -0.80
82 H 3.92 -0.99 -2.40  0.42
83 H 3.00 -2.27 -1.77  0.35
84 H 2.69 -1.71 -3.38  0.11
85 H 5.45 -2.98 -2.75  0.39
86 H 3.84 -4.74 -2.63  0.31
87 H 5.02 -4.82 -3.98  0.45
88 H 3.55 -5.95 -5.54  0.34
89 H 1.85 -5.46 -5.77  0.25
90 H 2.44 -6.15 -4.22  0.40
91 H 4.26 -2.16 -5.24  0.29
92 H 5.21 -1.22 -4.35  0.33
93 C 2.01 0.69 4.30  -1.19
94 C 1.23 -0.17 5.37  0.25
95 C -0.08 0.54 5.71  -0.36
96 O -0.75 -0.28 6.72  -0.41
97 C -1.91 0.35 7.29  -0.62
98 N 1.00 -1.51 4.86  -0.56
99 H 2.64 1.42 4.79  0.53
100 H 1.45 1.08 3.45  0.02
101 H 2.71 -0.06 3.88  0.33
102 H 1.83 -0.07 6.30  0.30
103 H -0.65 0.61 4.77  -0.12
104 H 0.16 1.54 6.10  0.56
105 H -2.19 -0.09 8.25  0.27
106 H -2.75 0.28 6.60  0.13
107 H -1.70 1.42 7.43  0.33
108 H 0.26 -1.96 5.36  0.24
109 H 1.85 -2.05 4.89  0.21

The value obtained for the orbital gap is 9.486 eV. Its HOMO energy is -9.07 eV. The energy above the lowest of the compared OMol25 structures with the same formula, charge and spin comes out at 23.68 kcal per mole.


3.
Formula: C5H13N4O
Source: OMol25
Level of theory: ωB97M-V/def2-TZVPD

Each line ends with the Mulliken charge.
Atoms and positions in Å:
1 C -0.20 2.80 0.41  -0.36
2 C -0.89 1.75 -0.34  -0.53
3 C -0.66 0.43 0.31  0.49
4 C 1.70 0.69 2.36  -0.43
5 C 2.53 0.19 1.21  -0.45
6 N 0.56 2.47 1.39  -0.51
7 N 0.51 1.29 1.85  0.13
8 N -0.90 -0.79 0.02  -0.21
9 N -2.46 -1.74 -2.00  -0.85
10 O 1.82 -0.85 0.41  -0.50
11 H -0.30 3.83 0.09  0.43
12 H -1.88 2.00 -0.48  0.48
13 H -0.58 1.67 -1.35  0.35
14 H 1.44 -0.17 2.90  0.32
15 H 2.27 1.44 3.05  0.34
16 H 3.52 -0.01 1.65  0.40
17 H 2.62 1.09 0.51  0.27
18 H -1.43 -1.23 -0.82  0.29
19 H -0.49 -1.55 0.55  0.30
20 H -3.04 -2.56 -1.88  0.23
21 H -1.81 -1.94 -2.73  0.25
22 H -2.87 -0.81 -1.82  0.27
23 H 2.47 -1.35 -0.11  0.28

The value obtained for the orbital gap (alpha / beta) is 8.266 / 8.267 eV. Its net charge is +1. Its HOMO energy (alpha / beta) is -12.10 / -12.10 eV. The energy above the lowest of the compared OMol25 structures with the same formula, charge and spin comes out at 108.00 kcal per mole.


4.
Formula: C6H9N
Source: OMol25
Level of theory: ωB97M-V/def2-TZVPD

Each line ends with the Mulliken charge.
Atoms and positions in Å:
1 C -0.94 -1.58 0.75  -0.84
2 N -0.66 -0.55 -0.23  -0.36
3 C -0.50 0.87 0.29  -0.08
4 C 0.93 0.48 0.76  -0.55
5 C 0.81 -0.33 -0.56  -0.11
6 C 0.65 0.77 -1.61  -0.55
7 C -0.25 1.58 -1.04  -0.57
8 H -1.90 -1.38 1.23  0.29
9 H -1.03 -2.54 0.23  0.31
10 H -0.19 -1.70 1.56  0.29
11 H -1.26 1.26 0.96  0.47
12 H 0.92 -0.17 1.64  0.18
13 H 1.70 1.25 0.83  0.29
14 H 1.43 -1.19 -0.80  0.44
15 H 1.10 0.80 -2.59  0.40
16 H -0.78 2.43 -1.44  0.39

The value obtained for the orbital gap is 9.725 eV. Its HOMO energy is -8.53 eV. The energy above the lowest of the compared OMol25 structures with the same formula, charge and spin comes out at 70.18 kcal per mole.


Calculated molar mass, 148.25; 642.85; 145.19; 95.14 g/mol (same order as the records).